C21H68N8O13 | ωB97M-V/def2-TZVPD

Properties
* E_LUMO: -0.1725 eV
* energy above the lowest of the compared OMol25 structures with the same formula, charge and spin: 0.000 eV
* frontier orbital gap: 7.72 eV
* E: -61414.253 eV

```
! RIJCOSX wB97M-V def2-TZVPD def2/J DEFGRID3
* xyz 0 1
C 3.52 0.75 -3.80
C 2.64 -0.46 -3.38
O 2.50 -1.50 -4.24
H 4.53 0.40 -3.96
H 3.46 1.46 -3.09
H 3.24 1.21 -4.77
H 1.69 -0.17 -2.90
H 3.11 -1.01 -2.62
H 2.42 -1.24 -5.19
C -1.52 -2.27 4.25
C -2.96 -2.12 4.89
O -3.76 -1.28 4.08
H -1.63 -2.92 3.37
H -0.76 -2.49 4.94
H -1.30 -1.28 3.81
H -2.97 -1.65 5.89
H -3.45 -3.06 4.89
H -4.58 -1.05 4.49
C 3.38 -4.13 0.29
C 3.16 -2.88 -0.48
O 1.93 -2.39 -0.13
H 2.63 -4.91 0.17
H 3.50 -3.95 1.36
H 4.31 -4.62 0.06
H 3.31 -3.06 -1.55
H 3.96 -2.22 -0.19
H 1.30 -2.74 -0.77
C 0.12 1.10 -5.32
C -0.50 2.15 -4.39
O 0.12 2.15 -3.14
H 1.11 1.45 -5.42
H -0.37 1.19 -6.29
H 0.18 0.08 -4.97
H -1.53 2.12 -4.22
H -0.33 3.09 -4.88
H 1.00 2.42 -3.32
C 0.25 1.18 4.78
C -1.04 1.03 5.63
O -2.22 1.07 4.88
H 0.40 2.24 4.47
H 0.08 0.70 3.86
H 1.15 0.82 5.25
H -1.09 1.78 6.43
H -1.03 0.05 6.10
H -2.42 0.23 4.49
C -1.85 -2.11 -4.28
C -2.31 -0.98 -3.45
O -1.63 -1.10 -2.23
H -0.84 -1.97 -4.67
H -2.57 -2.08 -5.08
H -1.97 -3.03 -3.76
H -3.37 -1.15 -3.35
H -2.11 0.00 -3.86
H -1.39 -0.22 -1.82
C -1.03 2.79 1.92
C -1.38 3.90 0.91
O -0.25 4.80 0.82
H -1.65 1.90 1.89
H -1.25 3.19 2.95
H -0.08 2.46 1.65
H -2.31 4.34 1.25
H -1.56 3.61 -0.11
H -0.56 5.73 0.61
C -3.81 1.96 -2.21
C -4.10 0.84 -1.13
O -3.56 1.26 -0.01
H -4.08 1.49 -3.12
H -2.75 2.21 -2.20
H -4.33 2.90 -2.17
H -3.57 -0.04 -1.38
H -5.18 0.57 -0.96
H -3.36 0.53 0.56
C -3.07 -2.20 0.93
O -2.88 -0.90 1.40
N -2.60 -2.69 -0.18
N -3.71 -3.02 1.71
H -2.32 -1.94 -0.88
H -2.78 -3.59 -0.58
H -3.75 -2.51 2.62
H -4.01 -3.98 1.42
C 0.22 0.45 -0.20
O 1.55 0.56 -0.43
N -0.62 1.19 -0.85
N -0.33 -0.23 0.73
H -0.37 1.67 -1.76
H -1.56 1.37 -0.64
H 0.40 -0.72 1.40
H -1.31 -0.26 0.97
C 1.57 -1.95 3.32
O 1.92 -1.58 4.64
N 1.80 -1.20 2.25
N 1.32 -3.23 2.98
H 2.13 -0.28 2.42
H 2.01 -1.56 1.27
H 1.06 -3.86 3.74
H 1.02 -3.53 2.05
C 2.80 3.80 -0.78
O 2.78 5.07 -1.23
N 1.81 3.23 -0.14
N 3.85 3.02 -0.89
H 0.93 3.69 -0.22
H 1.75 2.27 -0.05
H 4.58 3.26 -1.57
H 4.00 2.11 -0.53
C 5.17 -0.01 0.31
O 4.36 0.55 -0.56
H 5.90 0.76 0.64
H 5.59 -0.85 -0.22
H 4.68 -0.23 1.21
H 3.46 0.28 -0.41
*
```